Record 1
A molecular structure, C58H45BiBr2N5O2Sb2 at a distorted geometry. Source: the OMol25 dataset; level of theory: wB97M-V/def2-TZVPD.

XYZ file:
```
115
Properties=species:S:1:pos:R:3:forces:R:3:mulliken_charge:R:1
Bi 0.263 0.112 0.418 -1.154 0.546 0.162 0.955
Br -2.791 4.955 4.660 0.102 -0.064 -0.124 -0.078
C -1.910 3.954 3.225 -0.157 0.181 0.087 0.851
C -2.926 3.472 2.245 -0.274 -0.028 0.098 -1.136
C -2.611 2.853 1.112 -0.012 -0.281 0.072 -1.373
C -1.196 2.591 0.613 -0.293 0.309 -0.428 2.554
O -1.175 1.657 -0.408 0.586 -0.203 0.099 -1.086
C 0.816 2.726 2.190 0.383 0.034 0.340 -0.128
C 1.991 2.083 2.132 -0.118 0.273 -0.479 -0.946
N 2.092 0.915 1.429 0.043 -0.560 0.151 0.365
C 3.291 0.619 0.772 0.126 0.266 0.069 -0.924
C 4.487 0.382 1.400 -0.256 0.021 -0.147 -0.284
C 5.658 0.170 0.647 0.109 0.038 -0.169 -0.836
C 5.639 0.243 -0.717 0.149 -0.007 0.021 -0.958
C 4.431 0.504 -1.400 -0.401 -0.037 0.088 0.482
C 4.319 0.633 -2.801 -0.033 0.009 0.024 -0.771
C 3.109 0.939 -3.365 0.118 0.003 -0.096 -1.020
C 1.985 1.087 -2.536 0.033 -0.068 0.120 -0.299
N 2.045 0.925 -1.235 -0.041 0.163 -0.138 0.336
C 3.241 0.660 -0.652 0.578 0.136 -0.064 0.829
C 0.286 3.651 3.233 0.074 -0.045 -0.209 -0.595
H -3.965 3.648 2.491 -0.008 0.018 -0.057 0.459
H -3.384 2.554 0.416 -0.018 -0.070 0.024 0.703
H 2.890 2.511 2.566 0.002 -0.036 0.111 0.512
H 4.528 0.377 2.481 -0.033 -0.070 0.036 0.578
H 6.585 -0.034 1.165 0.034 0.020 -0.012 0.458
H 6.549 0.135 -1.293 0.028 -0.092 0.010 0.429
H 5.202 0.496 -3.412 -0.006 0.018 -0.054 0.459
H 3.006 1.065 -4.433 -0.009 0.011 -0.018 0.474
H 1.013 1.348 -2.942 -0.007 -0.083 -0.049 0.516
H 1.037 4.000 3.936 0.000 0.019 0.015 1.077
C 0.521 -2.355 -2.179 -0.135 0.122 0.368 -1.212
C -1.001 -2.444 -1.891 0.343 0.332 -0.119 1.044
C -1.784 -1.412 -2.724 -0.170 -0.146 0.652 -1.771
Sb -3.779 -0.735 -2.100 -0.435 -0.418 -0.313 0.747
C -4.231 -1.496 -0.120 0.422 -0.034 -0.531 0.264
C -5.042 -0.733 0.710 0.191 0.029 0.098 -0.591
C -5.600 -1.292 1.852 -0.089 0.014 0.062 -0.665
C -5.371 -2.626 2.154 -0.079 0.043 0.067 -0.559
C -4.554 -3.389 1.333 0.066 -0.061 -0.068 -0.786
C -3.985 -2.826 0.202 0.016 -0.012 0.259 0.275
C -4.831 -2.460 -2.933 0.386 0.449 0.103 0.026
C -6.179 -2.353 -3.252 -0.002 0.066 0.017 -0.735
C -6.905 -3.470 -3.642 -0.075 0.000 -0.005 -0.535
C -6.288 -4.709 -3.718 0.015 -0.044 -0.036 -0.519
C -4.937 -4.824 -3.423 0.064 0.033 -0.003 -0.735
C -4.214 -3.702 -3.042 -0.109 -0.062 -0.093 0.315
Sb 2.020 -2.684 -0.574 -0.510 -1.376 -0.665 1.112
C 0.707 -3.634 0.851 0.237 0.257 -0.185 0.092
C 0.685 -3.199 2.170 0.079 -0.032 -0.115 -0.478
C -0.128 -3.829 3.102 0.005 0.000 0.109 -0.394
C -0.909 -4.907 2.724 0.001 0.022 0.080 -0.602
C -0.882 -5.358 1.410 -0.013 -0.014 -0.099 -0.773
C -0.079 -4.723 0.478 -0.100 -0.004 0.023 -0.197
C 2.516 -4.641 -1.402 0.211 0.352 0.161 0.163
C 2.443 -4.911 -2.762 0.062 0.071 -0.019 -0.346
C 2.547 -6.214 -3.231 0.008 -0.055 -0.031 -0.629
C 2.765 -7.256 -2.344 0.010 0.036 0.005 -0.526
C 2.934 -6.982 -0.994 0.010 -0.076 0.024 -0.558
C 2.809 -5.683 -0.527 0.065 0.072 0.027 -0.324
H 0.777 -1.365 -2.560 -0.080 0.056 -0.111 0.186
H 0.739 -3.074 -2.966 0.227 0.145 0.039 0.560
H -1.235 -2.332 -0.829 0.076 0.003 0.084 -0.317
H -1.308 -3.453 -2.165 -0.134 -0.033 0.197 0.401
H -1.938 -1.764 -3.746 0.039 0.064 -0.054 0.591
H -1.220 -0.478 -2.771 0.013 0.028 -0.052 0.381
H -5.243 0.302 0.474 -0.051 0.100 -0.058 0.317
H -6.238 -0.690 2.488 0.002 -0.025 -0.005 0.422
H -5.848 -3.079 3.014 0.039 0.028 0.035 0.412
H -4.381 -4.433 1.554 0.032 -0.063 0.062 0.435
H -3.364 -3.440 -0.437 -0.010 -0.053 -0.029 0.253
H -6.669 -1.386 -3.197 -0.063 -0.026 0.019 0.350
H -7.956 -3.375 -3.884 -0.006 0.015 -0.008 0.389
H -6.851 -5.583 -4.019 -0.032 0.001 0.011 0.381
H -4.441 -5.784 -3.486 -0.029 -0.012 -0.035 0.399
H -3.160 -3.813 -2.832 0.038 -0.004 0.038 0.267
H 1.322 -2.375 2.477 -0.066 0.044 0.057 0.265
H -0.144 -3.478 4.126 0.000 -0.012 0.026 0.470
H -1.529 -5.407 3.457 -0.030 0.001 -0.004 0.414
H -1.481 -6.210 1.114 -0.007 0.004 0.006 0.453
H -0.036 -5.094 -0.539 -0.063 -0.009 -0.004 0.407
H 2.307 -4.107 -3.475 -0.051 -0.080 -0.030 0.503
H 2.448 -6.417 -4.290 0.019 0.018 -0.022 0.392
H 2.807 -8.276 -2.702 0.069 -0.011 -0.015 0.395
H 3.150 -7.785 -0.303 -0.025 -0.007 0.029 0.399
H 2.923 -5.482 0.532 -0.069 -0.070 0.029 0.340
Br 6.114 4.641 6.590 -0.331 -0.050 0.039 -0.103
C 4.245 4.411 6.633 0.131 0.107 -0.016 0.143
C 3.707 3.157 6.332 0.062 -0.108 -0.008 -0.694
C 2.345 2.994 6.310 -0.257 0.106 -0.030 0.054
C 1.505 4.092 6.593 1.173 -0.378 -0.062 0.154
C 2.063 5.328 6.956 -0.418 -0.105 -0.103 -0.248
C 3.429 5.492 6.955 0.259 -0.015 0.075 -0.545
N 0.149 4.054 6.447 -1.286 0.311 0.596 -1.101
N -0.452 3.037 6.134 0.650 0.417 -0.736 0.593
C -1.013 2.367 5.213 -0.032 -0.407 -0.221 0.280
C -1.568 1.052 5.496 -0.321 -0.293 0.490 -1.397
C -1.612 0.091 4.558 0.184 0.150 0.012 -0.823
C -1.141 0.346 3.192 0.041 0.528 -0.448 -0.150
O -0.860 -0.607 2.348 0.073 -0.102 -0.001 -0.342
C -0.970 1.643 2.880 -0.066 -0.388 0.375 -0.427
N -0.319 1.988 1.662 0.070 0.181 0.607 0.145
C -0.704 3.985 0.257 0.192 -0.103 -0.089 -1.046
C -0.537 4.936 1.172 0.039 0.151 -0.017 -1.433
C -0.667 4.741 2.657 0.003 -0.062 -0.207 -0.443
C -0.941 2.824 3.778 0.114 -0.010 0.225 1.514
H 4.364 2.325 6.121 0.013 0.005 -0.019 0.484
H 1.909 2.033 6.066 0.031 -0.027 0.002 0.471
H 1.392 6.138 7.206 0.021 0.065 -0.033 0.500
H 3.878 6.442 7.204 -0.050 0.033 0.009 0.448
H -1.847 0.850 6.522 -0.010 -0.045 -0.009 0.558
H -1.913 -0.919 4.801 -0.124 -0.010 0.086 0.557
H -0.578 4.182 -0.800 0.021 0.039 -0.018 0.586
H -0.253 5.929 0.847 -0.016 0.000 -0.034 0.439
H -0.557 5.702 3.154 -0.023 -0.076 0.075 0.657
```
Forces are in eV/Å.

The LUMO energy is -5.2 eV. As for the charge: +1. The value obtained for the molecular weight is 1456.34 g mol⁻¹. The spin multiplicity is 1. The calculation puts the relative energy (zero: lowest compared OMol25 entry of this formula, charge and spin) at 5.7110 eV. For the total energy, the calculation gives -231409.098 eV. The HOMO energy is -9.8 eV. The frontier orbital gap is 4.7 eV.

=====

Record 2
A gas-phase ion, C26H33N2O3 (charge +1) at a distorted geometry. Source: the OMol25 dataset; level of theory: wB97M-V/def2-TZVPD.

XYZ file:
```
64
Properties=species:S:1:pos:R:3:forces:R:3:nbo_charge:R:1
C -3.682 -4.151 1.359 -0.038 -0.079 -0.020 -0.634
C -3.356 -2.941 0.544 0.055 0.115 -0.043 0.032
C -2.059 -2.699 0.114 -0.109 0.107 -0.025 -0.222
C -1.744 -1.593 -0.665 -0.059 0.079 -0.072 -0.014
C -0.331 -1.402 -1.133 -0.003 -0.014 0.017 -0.647
C -2.769 -0.707 -1.005 -0.020 -0.299 0.253 0.116
N -2.469 0.442 -1.801 -0.271 -0.462 -0.410 -0.616
C -1.974 1.603 -1.369 0.203 0.194 0.471 0.677
O -1.631 2.507 -2.104 0.040 0.245 -0.204 -0.626
C -1.891 1.705 0.171 -0.496 -0.540 -0.498 -0.333
N -0.889 2.676 0.681 -0.048 -0.052 -0.239 -0.199
C -1.263 4.053 0.306 -0.178 0.973 -0.428 -0.436
C -0.872 2.573 2.154 0.024 0.059 1.039 -0.423
C 0.434 2.304 0.105 1.115 -0.026 -0.264 -0.277
C 1.646 3.204 0.443 -0.024 -0.405 -0.450 0.077
O 1.861 3.345 1.819 0.206 0.060 0.426 -0.720
C 2.870 2.551 -0.224 -0.208 0.376 -0.102 -0.092
O 2.977 1.271 0.358 0.110 -0.231 0.009 -0.564
C 3.718 0.301 -0.287 0.121 0.031 -0.149 0.381
C 4.635 0.561 -1.269 -0.345 0.324 0.329 -0.325
C 5.328 -0.496 -1.880 0.047 -0.410 -0.033 -0.188
C 5.095 -1.790 -1.516 0.172 0.187 -0.186 -0.188
C 4.159 -2.090 -0.503 -0.158 0.313 0.138 -0.061
C 3.892 -3.416 -0.102 -0.112 -0.115 0.115 -0.178
C 2.981 -3.684 0.882 0.148 -0.139 -0.163 -0.196
C 2.300 -2.636 1.518 -0.073 0.256 0.061 -0.218
C 2.536 -1.339 1.153 -0.081 -0.002 0.182 -0.221
C 3.461 -1.033 0.133 0.060 -0.080 -0.055 -0.050
C -4.085 -0.930 -0.594 0.081 0.029 0.023 -0.005
C -5.191 -0.008 -1.006 -0.044 -0.027 0.012 -0.640
C -4.355 -2.049 0.178 0.136 0.049 -0.061 -0.216
H -4.092 -4.928 0.713 -0.029 -0.096 0.016 0.235
H -4.430 -3.920 2.114 -0.031 -0.035 0.078 0.226
H -2.796 -4.549 1.844 0.025 -0.058 0.065 0.221
H -1.270 -3.387 0.376 0.114 -0.115 0.068 0.216
H 0.367 -1.468 -0.299 0.049 0.003 -0.002 0.234
H -0.189 -0.455 -1.646 0.080 0.014 -0.041 0.208
H -0.070 -2.200 -1.827 0.095 -0.017 -0.083 0.243
H -2.593 0.360 -2.804 0.084 0.204 0.053 0.425
H -2.881 1.998 0.533 0.112 0.014 0.102 0.254
H -1.664 0.715 0.570 0.069 0.220 0.148 0.260
H -0.555 4.757 0.737 0.032 -0.104 0.121 0.231
H -2.257 4.280 0.687 0.007 -0.131 0.081 0.228
H -1.270 4.145 -0.780 0.032 -0.094 0.184 0.276
H -1.854 2.818 2.554 -0.092 -0.026 -0.189 0.226
H -0.610 1.561 2.458 0.021 -0.031 -0.151 0.227
H -0.133 3.261 2.560 -0.154 -0.103 -0.156 0.271
H 0.332 2.309 -0.981 -0.132 -0.033 0.129 0.259
H 0.668 1.290 0.439 -0.185 0.061 0.002 0.243
H 1.508 4.209 0.034 0.047 -0.120 -0.036 0.199
H 2.419 2.615 2.119 -0.022 0.013 0.014 0.492
H 3.761 3.155 -0.015 -0.117 -0.047 -0.045 0.207
H 2.729 2.485 -1.309 0.021 -0.030 0.049 0.198
H 4.848 1.572 -1.581 -0.008 0.122 -0.002 0.222
H 6.050 -0.265 -2.648 0.069 -0.016 -0.075 0.226
H 5.625 -2.601 -1.992 0.074 -0.079 -0.064 0.221
H 4.428 -4.218 -0.586 0.049 -0.095 -0.051 0.222
H 2.787 -4.702 1.182 0.018 -0.105 0.001 0.222
H 1.593 -2.861 2.303 -0.046 0.013 0.074 0.217
H 2.031 -0.528 1.658 -0.057 0.011 0.046 0.204
H -5.626 -0.356 -1.943 -0.074 0.071 -0.086 0.237
H -5.980 0.000 -0.259 -0.075 0.026 0.023 0.231
H -4.838 1.009 -1.163 -0.070 0.059 -0.016 0.211
H -5.371 -2.232 0.495 -0.155 -0.011 0.072 0.217
```
Forces are in eV/Å.

The LUMO energy is -2.1 eV. As for the charge: +1. The value obtained for the molecular weight is 421.56 g mol⁻¹. Its SMILES is Cc1cc(C)c(NC(=O)C[N+](C)(C)C[C@@H](O)COc2cccc3ccccc23)c(C)c1. The spin multiplicity is 1. The calculation puts the relative energy (zero: lowest compared OMol25 entry of this formula, charge and spin) at 0.0712 eV. For the total energy, the calculation gives -36615.131 eV. The HOMO energy is -10.5 eV. The frontier orbital gap is 8.3 eV.

=====

Record 3
A gas-phase ion, C7H8N3O2 (charge +1) at a distorted geometry. Source: the OMol25 dataset; level of theory: wB97M-V/def2-TZVPD.

XYZ file:
```
20
Properties=species:S:1:pos:R:3:forces:R:3:nbo_charge:R:1
C 3.823 -0.623 -0.253 0.717 3.945 -0.001 -0.457
N 2.610 -0.167 0.388 -0.318 -2.275 0.849 0.079
O 1.519 -1.089 0.272 -0.167 -0.997 0.487 -0.116
N 0.689 -0.015 0.179 0.984 1.657 -0.628 0.152
C -0.709 0.096 0.070 -1.013 -2.271 0.164 0.052
C -1.335 1.340 0.035 0.964 -1.700 -0.517 -0.197
C -2.727 1.358 -0.037 1.166 -0.269 1.450 -0.176
C -3.359 0.119 0.187 -2.402 0.862 -1.412 -0.160
C -2.743 -1.106 0.020 -1.140 -1.386 0.767 -0.186
C -1.375 -1.164 0.022 -0.538 3.061 -0.163 -0.188
N 1.706 0.824 0.091 0.106 0.230 0.054 0.469
O 1.836 2.000 0.054 -0.241 0.528 -0.275 -0.269
H 4.468 0.288 -0.236 -0.305 -0.541 -0.107 0.267
H 4.374 -1.344 0.248 0.289 -1.387 1.751 0.266
H 3.717 -0.916 -1.235 -0.720 -0.550 -2.275 0.230
H -0.602 2.111 -0.008 -0.489 1.340 -0.018 0.241
H -3.106 2.375 -0.052 -0.917 -0.525 -0.019 0.257
H -4.462 -0.015 0.283 0.916 0.935 -0.078 0.244
H -3.449 -2.020 -0.002 1.702 1.459 0.077 0.257
H -0.876 -2.054 -0.025 1.406 -2.116 -0.107 0.233
```
Forces are in eV/Å.

The LUMO energy (spin up / spin down) is -5.2 / -5.2 eV. As for the charge: +1. The value obtained for the molecular weight is 166.16 g mol⁻¹. Its SMILES is Cn1on(-c2ccccc2)[n+]1=O. The spin multiplicity is 1. The calculation puts the relative energy (zero: lowest compared OMol25 entry of this formula, charge and spin) at 5.8576 eV. For the total energy, the calculation gives -15938.514 eV. The HOMO energy (spin up / spin down) is -13.2 / -13.2 eV. The frontier orbital gap (spin up / spin down) is 8.0 / 8.0 eV.